<a>
A cluster of 2 separate species, C6H16N3 in total, computed with the ωB97M-V functional and the def2-TZVPD basis.

Element x y z (Å)
1 C -2.66 0.55 -1.22
2 C -2.22 1.29 1.02
3 C 0.94 -2.24 0.18
4 C 2.50 1.35 0.08
5 C -2.09 0.04 0.15
6 C -0.70 -0.41 0.01
7 N 4.31 -0.06 -0.09
8 N -0.35 -1.64 0.18
9 N 3.07 0.00 -0.11
10 H -3.72 0.94 -1.02
11 H -2.14 1.44 -1.52
12 H -2.45 -0.08 -2.07
13 H -2.18 0.96 2.01
14 H -2.90 2.04 0.77
15 H -1.25 1.78 0.85
16 H 1.72 -1.51 -0.29
17 H 1.33 -2.48 1.09
18 H 0.85 -3.20 -0.39
19 H 1.63 1.36 -0.54
20 H 3.28 2.10 -0.30
21 H 2.30 1.37 1.15
22 H -2.77 -0.80 0.43
23 H 0.00 0.48 -0.27
24 H 4.72 -0.99 -0.25
25 H -1.22 -2.29 0.15

Calculated values
net charge = +1
HOMO-LUMO gap = 7.96 eV
E_HOMO = -12.301 eV
E_LUMO = -0.160 hartree

***

<b>
A cluster of 2 separate species, C6H16N3 in total, computed with the ωB97M-V functional and the def2-TZVPD basis.

Element x y z (Å)
1 C -3.09 0.26 0.78
2 C 3.12 -0.90 -0.70
3 C 1.76 -0.44 1.38
4 C -2.66 -0.75 -0.31
5 C -1.12 -0.90 -0.36
6 C 2.57 -0.03 0.42
7 N 0.63 2.13 -0.34
8 N -0.51 0.30 -0.79
9 N 0.07 1.04 0.02
10 H -2.87 -0.13 1.70
11 H -2.50 1.24 0.83
12 H -4.08 0.35 0.58
13 H 2.24 -1.00 -1.48
14 H 3.93 -0.42 -1.11
15 H 3.48 -1.97 -0.40
16 H 0.97 2.76 0.38
17 H 1.35 0.39 2.04
18 H 1.76 -1.42 1.60
19 H -2.95 -0.40 -1.22
20 H -3.12 -1.79 0.05
21 H -0.56 -0.96 0.52
22 H -0.91 -1.66 -0.97
23 H 2.71 0.99 0.30
24 H 0.50 2.67 -1.25
25 H -0.74 0.65 -1.68

Calculated values
net charge = +1
HOMO-LUMO gap = 8.53 eV
E_HOMO = -12.962 eV
E_LUMO = -0.163 hartree

***

Relative to the most stable structure, the computed energies are <a> 0.0; <b> 131.4, all in kJ/mol.

***

<a>
A cluster of 10 separate species, C18H55N19O10 in total, computed with the ωB97M-V functional and the def2-TZVPD basis.

Element x y z (Å)
1 C -21.09 2.50 -12.27
2 O -20.90 3.70 -12.47
3 N -20.45 1.71 -12.97
4 N -22.02 2.05 -11.49
5 H -20.58 0.75 -12.69
6 H -19.58 2.09 -13.32
7 H -22.17 1.05 -11.44
8 H -22.61 2.65 -10.94
9 C -22.93 2.83 -7.04
10 O -23.20 1.69 -7.37
11 N -22.09 3.14 -6.04
12 N -23.57 3.79 -7.60
13 H -21.80 4.10 -6.12
14 H -21.47 2.39 -5.75
15 H -24.01 3.59 -8.49
16 H -23.59 4.65 -7.07
17 C -17.54 -0.12 -5.39
18 O -18.65 -0.31 -4.94
19 N -16.46 -0.86 -5.25
20 N -17.36 1.07 -5.91
21 H -16.56 -1.75 -4.78
22 H -15.60 -0.41 -5.52
23 H -18.19 1.63 -6.03
24 H -16.49 1.23 -6.40
25 C -21.14 -1.08 -8.12
26 O -20.36 -1.94 -8.37
27 N -20.97 -0.29 -7.10
28 N -22.25 -0.83 -8.77
29 H -21.68 0.41 -6.95
30 H -20.12 -0.26 -6.55
31 H -22.37 -1.20 -9.70
32 H -22.70 -0.03 -8.36
33 C -21.60 -2.02 -11.85
34 O -21.06 -1.05 -12.27
35 N -20.93 -3.12 -11.44
36 N -22.91 -2.05 -11.72
37 H -21.51 -3.76 -10.91
38 H -19.92 -3.16 -11.47
39 H -23.30 -2.91 -11.36
40 H -23.52 -1.25 -11.77
41 C -17.82 -4.57 -9.89
42 O -17.11 -5.57 -9.86
43 N -18.98 -4.39 -9.31
44 N -17.56 -3.56 -10.71
45 H -19.36 -3.46 -9.15
46 H -19.42 -5.21 -8.93
47 H -18.03 -2.70 -10.93
48 H -16.66 -3.63 -11.15
49 C -23.94 -4.82 -9.90
50 O -24.16 -4.73 -11.11
51 N -23.58 -5.87 -9.24
52 N -24.14 -3.80 -9.11
53 H -23.74 -5.83 -8.24
54 H -23.50 -6.75 -9.73
55 H -23.63 -3.89 -8.24
56 H -24.38 -2.93 -9.57
57 C -20.02 -3.98 -5.44
58 O -20.90 -4.44 -6.12
59 N -19.86 -4.25 -4.18
60 N -19.20 -3.10 -5.84
61 H -20.52 -4.83 -3.68
62 H -19.11 -3.71 -3.78
63 H -19.37 -2.52 -6.65
64 H -18.56 -2.87 -5.09
65 C -17.65 0.08 -10.08
66 O -16.84 0.13 -10.96
67 N -18.69 0.83 -9.97
68 N -17.61 -0.85 -9.20
69 H -19.42 0.67 -9.29
70 H -18.75 1.61 -10.60
71 H -16.90 -1.55 -9.29
72 H -18.26 -0.98 -8.43
73 C -24.63 0.54 -3.48
74 C -23.65 -0.65 -3.64
75 C -22.27 -0.12 -3.29
76 C -21.20 -1.09 -2.90
77 C -21.68 -2.07 -1.81
78 C -23.00 -2.71 -2.10
79 N -24.00 -1.75 -2.63
80 O -25.23 -2.39 -2.90
81 C -22.76 -4.03 -2.98
82 C -23.65 -3.23 -0.84
83 C -23.59 -1.22 -5.13
84 H -24.17 1.36 -4.04
85 H -24.74 0.90 -2.46
86 H -25.63 0.39 -3.89
87 H -21.93 0.71 -3.91
88 H -22.36 0.43 -2.35
89 H -20.34 -0.53 -2.53
90 H -20.93 -1.72 -3.74
91 H -21.76 -1.67 -0.80
92 H -21.02 -2.94 -1.70
93 H -21.93 -4.64 -2.62
94 H -23.60 -4.70 -2.82
95 H -22.53 -3.82 -4.03
96 H -23.83 -2.43 -0.13
97 H -24.63 -3.69 -0.90
98 H -23.02 -3.94 -0.28
99 H -22.70 -1.83 -5.29
100 H -23.35 -0.41 -5.82
101 H -24.45 -1.84 -5.37
102 H -25.14 -2.98 -3.65

Calculated values
net charge = 0
HOMO-LUMO gap = 8.21 eV
E_HOMO = -8.523 eV
SMILES = CC1(C)CCCC(C)(C)N1O.NC(N)=O.NC(N)=O.NC(N)=O.NC(N)=O.NC(N)=O.NC(N)=O.NC(N)=O.NC(N)=O.NC(N)=O
E_LUMO = -0.011 hartree

***

<b>
A cluster of 10 separate species, C18H55N19O10 in total, computed with the ωB97M-V functional and the def2-TZVPD basis.

Element x y z (Å)
1 C -0.82 -2.20 1.14
2 C -2.02 -3.14 1.32
3 C -1.84 -4.31 0.35
4 C -2.23 -5.71 0.82
5 C -3.27 -5.60 1.92
6 C -2.73 -4.81 3.14
7 N -2.02 -3.64 2.69
8 O -1.87 -2.64 3.67
9 C -3.96 -4.49 4.01
10 C -1.81 -5.72 3.96
11 C -3.29 -2.34 1.00
12 H -0.94 -1.35 1.81
13 H -0.92 -1.76 0.15
14 H 0.11 -2.70 1.40
15 H -2.41 -4.05 -0.56
16 H -0.83 -4.36 -0.08
17 H -1.38 -6.26 1.22
18 H -2.58 -6.31 -0.02
19 H -3.44 -6.59 2.36
20 H -4.25 -5.25 1.58
21 H -4.68 -3.89 3.42
22 H -4.51 -5.37 4.32
23 H -3.70 -3.85 4.85
24 H -2.35 -6.59 4.36
25 H -1.03 -6.14 3.32
26 H -1.38 -5.11 4.76
27 H -4.17 -2.93 1.27
28 H -3.40 -2.09 -0.06
29 H -3.38 -1.46 1.65
30 H -2.77 -2.42 3.96
31 C -5.27 1.25 -0.27
32 O -6.05 1.35 -1.21
33 N -4.12 1.95 -0.17
34 N -5.53 0.42 0.80
35 H -3.90 2.64 -0.87
36 H -3.53 1.88 0.65
37 H -6.42 -0.04 0.82
38 H -4.94 0.50 1.61
39 C 4.57 3.31 -1.34
40 O 4.04 3.10 -2.42
41 N 4.10 2.80 -0.15
42 N 5.76 4.01 -1.21
43 H 4.58 3.05 0.70
44 H 3.42 2.06 -0.17
45 H 6.35 3.72 -0.44
46 H 6.22 4.10 -2.10
47 C 2.62 -0.07 -6.16
48 O 3.08 -1.14 -6.51
49 N 2.44 0.27 -4.86
50 N 2.32 0.93 -7.07
51 H 2.23 1.21 -4.60
52 H 2.71 -0.36 -4.12
53 H 2.68 0.89 -8.00
54 H 1.83 1.72 -6.69
55 C -2.55 1.80 3.10
56 O -2.40 2.54 2.13
57 N -1.62 0.87 3.47
58 N -3.69 1.79 3.86
59 H -0.80 0.73 2.91
60 H -1.71 0.39 4.35
61 H -3.73 1.17 4.65
62 H -4.53 2.31 3.66
63 C 1.08 1.08 -0.27
64 O 1.41 0.02 0.29
65 N 0.15 1.94 0.22
66 N 1.54 1.38 -1.52
67 H -0.07 2.76 -0.33
68 H -0.62 1.54 0.73
69 H 2.29 0.85 -1.93
70 H 1.03 2.05 -2.07
71 C 2.52 -0.39 4.11
72 O 2.94 -0.06 5.20
73 N 1.44 -1.24 3.93
74 N 3.02 0.08 2.92
75 H 1.06 -1.68 4.74
76 H 1.03 -1.31 3.01
77 H 3.87 0.61 2.99
78 H 2.63 -0.20 2.04
79 C 2.52 5.14 -5.08
80 O 2.47 5.61 -6.20
81 N 1.51 4.39 -4.54
82 N 3.51 5.45 -4.18
83 H 1.38 4.22 -3.56
84 H 0.72 4.14 -5.11
85 H 4.24 6.07 -4.49
86 H 3.53 5.04 -3.27
87 C 2.85 -2.23 -2.21
88 O 2.97 -1.01 -2.16
89 N 3.76 -3.06 -2.79
90 N 1.83 -2.85 -1.55
91 H 3.82 -4.04 -2.59
92 H 4.60 -2.60 -3.12
93 H 1.17 -2.24 -1.08
94 H 1.67 -3.84 -1.55
95 C 0.67 5.36 -1.22
96 O 0.05 4.32 -1.44
97 N 2.03 5.31 -0.96
98 N 0.14 6.60 -1.16
99 H 2.59 6.13 -0.85
100 H 2.40 4.45 -0.57
101 H -0.80 6.76 -1.48
102 H 0.76 7.37 -0.99

Calculated values
net charge = 0
HOMO-LUMO gap = 8.42 eV
E_HOMO = -8.463 eV
SMILES = CC1(C)CCCC(C)(C)N1O.NC(N)=O.NC(N)=O.NC(N)=O.NC(N)=O.NC(N)=O.NC(N)=O.NC(N)=O.NC(N)=O.NC(N)=O
E_LUMO = -0.001 hartree

***

Relative to the most stable structure, the computed energies are <a> 433.6; <b> 0.0, all in kJ/mol.